(1)
This record from the Open Molecules 2025 dataset describes 8 unconnected molecules or ions with the total composition C11H38N10O8. The level of theory is ωB97M-V/def2-TZVPD.

ORCA input file:
```
! wB97M-V def2-TZVPD RIJCOSX def2/J DEFGRID3
* xyz 1 2
C -1.50 29.55 -14.07
O -1.22 29.01 -13.04
N -1.22 29.06 -15.25
N -2.03 30.68 -14.24
H -0.82 28.14 -15.20
H -1.24 29.56 -16.13
H -2.18 31.24 -13.42
H -1.97 31.12 -15.15
C -3.62 30.76 -11.22
O -2.63 31.45 -11.35
N -3.93 29.82 -12.05
N -4.48 31.01 -10.31
H -4.74 29.23 -11.92
H -3.29 29.58 -12.79
H -5.23 30.42 -9.99
H -4.09 31.62 -9.60
C -0.43 34.90 -16.61
O 0.11 34.76 -15.52
N -1.10 33.97 -17.30
N -0.47 35.97 -17.30
H -1.06 33.07 -16.84
H -1.55 34.03 -18.20
H -1.08 36.08 -18.10
H 0.14 36.71 -16.99
C 0.95 32.17 -13.33
O 1.52 31.74 -14.32
N 0.33 33.30 -13.32
N 0.72 31.53 -12.21
H 0.32 33.74 -14.23
H -0.29 33.62 -12.58
H 1.02 30.57 -12.21
H 0.04 31.96 -11.60
C 1.41 28.44 -10.62
O 1.90 28.93 -11.62
N 2.20 27.89 -9.73
N 0.16 28.44 -10.32
H 3.20 27.87 -9.84
H 1.66 27.46 -8.99
H -0.46 28.90 -10.97
H -0.05 28.18 -9.37
C -1.28 36.13 -11.92
C -2.06 34.84 -12.00
O -1.47 33.87 -11.15
H -1.68 36.60 -11.03
H -1.37 36.78 -12.79
H -0.25 35.85 -11.72
H -2.04 34.47 -13.02
H -3.06 35.05 -11.61
H -1.99 33.07 -11.17
C -0.03 31.72 -8.55
C 0.50 33.10 -8.30
O -0.40 34.12 -8.64
H 0.60 30.91 -8.17
H -0.28 31.59 -9.60
H -0.94 31.63 -7.97
H 1.41 33.15 -8.92
H 0.83 33.16 -7.27
H -0.54 34.16 -9.59
C 2.39 32.58 -17.88
C 2.88 31.18 -17.65
O 2.06 30.51 -16.67
H 2.66 33.24 -17.05
H 1.30 32.57 -17.93
H 2.78 33.11 -18.75
H 3.91 31.21 -17.27
H 2.84 30.65 -18.60
H 2.11 31.02 -15.87
*
```

Output
Kohn-Sham gap (alpha / beta) (eV): 9.70 / 4.38
E_tot (Eh): -1591.20468
E_HOMO (alpha / beta) (Eh): -0.43547 / -0.43521
Largest force on an atom (eV/A): 7.54
Expectation value of S²: 0.770

=====

(2)
This record from the Open Molecules 2025 dataset describes 2 unconnected molecules or ions with the total composition C4H12NO2. The level of theory is ωB97M-V/def2-TZVPD.

ORCA input file:
```
! wB97M-V def2-TZVPD RIJCOSX def2/J DEFGRID3
* xyz -1 1
C -2.07 0.29 1.19
O -1.02 0.33 1.99
C -1.66 0.70 -0.46
C -0.57 -0.04 -1.16
C -0.27 -1.50 -0.50
N 0.69 -1.43 0.65
H -2.80 -0.50 1.06
H -2.76 1.08 1.62
H -2.66 0.64 -0.97
H -1.33 1.73 -0.50
H -0.93 -0.23 -2.18
H 0.35 0.47 -1.16
H 0.33 -1.93 -1.36
H -1.07 -2.09 -0.13
H 0.12 -1.27 1.50
H 1.19 -0.54 0.69
H 3.49 1.67 -0.71
H 4.03 1.60 -2.24
O 4.10 1.24 -1.31
*
```

Output
Kohn-Sham gap (eV): 5.55
E_tot (Eh): -364.77066
E_HOMO (Eh): -0.08651
Largest force on an atom (eV/A): 4.14
Relative energy (zero: lowest compared OMol25 entry of this formula, charge and spin) (kcal per mole): 53.2

=====

(3)
This record from the Open Molecules 2025 dataset describes a molecular structure, C4H2IrO2. The level of theory is ωB97M-V/def2-TZVPD.

ORCA input file:
```
! wB97M-V def2-TZVPD RIJCOSX def2/J DEFGRID3
* xyz -1 5
O 0.45 -0.63 1.84
C 1.15 -0.91 0.60
C 1.67 0.16 -0.19
C 1.26 1.19 -0.90
H 1.71 -1.85 0.61
C -1.35 0.89 -0.71
O -2.22 -0.06 -0.83
Ir -0.91 -0.70 0.56
H -1.76 1.90 -0.97
*
```

Output
Kohn-Sham gap (alpha / beta) (eV): 4.37 / 5.74
E_tot (Eh): -408.06313
E_HOMO (alpha / beta) (Eh): -0.04988 / -0.12977
Largest force on an atom (eV/A): 4.08
Expectation value of S²: 6.033

=====

- E_tot of number 2 (C4H12NO2)?
  -364.77066 Eh

=====

Repeat the third record exactly.
This record from the Open Molecules 2025 dataset describes a molecular structure, C4H2IrO2. The level of theory is ωB97M-V/def2-TZVPD.

ORCA input file:
```
! wB97M-V def2-TZVPD RIJCOSX def2/J DEFGRID3
* xyz -1 5
O 0.45 -0.63 1.84
C 1.15 -0.91 0.60
C 1.67 0.16 -0.19
C 1.26 1.19 -0.90
H 1.71 -1.85 0.61
C -1.35 0.89 -0.71
O -2.22 -0.06 -0.83
Ir -0.91 -0.70 0.56
H -1.76 1.90 -0.97
*
```

Output
Kohn-Sham gap (alpha / beta) (eV): 4.37 / 5.74
E_tot (Eh): -408.06313
E_HOMO (alpha / beta) (Eh): -0.04988 / -0.12977
Largest force on an atom (eV/A): 4.08
Expectation value of S²: 6.033

=====

- Look up the largest force on an atom of the first one.
  7.54 eV/A